# H30O15

A cluster of 15 separate species, H30O15 in total in a non-equilibrium geometry (wB97M-V/def2-TZVPD, the OMol25 dataset).

Values from the calculation:
* relative energy (zero: lowest compared OMol25 entry of this formula, charge and spin): 2.181 eV
* E_LUMO: -0.954 eV
* net charge: 0

Geometry (Å):
O -3.149 1.296 -0.689
O -1.136 -1.886 2.754
O -2.005 -1.998 -0.174
O -1.433 0.247 -2.377
O 2.210 2.043 -0.148
O -1.169 0.924 4.061
O 0.074 -2.181 -2.095
O 0.595 -0.474 -4.369
O 1.385 -1.023 3.067
O 2.769 -1.057 -1.746
O 0.467 -0.100 -0.234
O 1.600 1.650 2.466
O 1.548 -2.375 0.710
O -1.557 0.842 1.338
O 1.219 1.959 -2.933
H 0.800 -1.604 -1.892
H -1.540 -1.719 1.895
H -1.718 -2.788 0.253
H -1.215 0.802 3.068
H 3.073 -0.406 -2.398
H 1.263 1.253 -3.551
H -2.002 1.207 4.416
H 1.897 2.127 1.699
H -2.028 0.733 -1.777
H 1.255 -1.793 0.039
H -2.375 1.159 1.799
H 1.299 -0.078 3.078
H 0.439 -1.211 2.986
H -1.205 0.930 -3.041
H -1.925 -1.724 3.237
H -0.692 -1.850 -1.619
H 1.312 2.336 3.052
H -3.235 2.211 -0.428
H 3.042 -0.811 -0.844
H 3.202 1.906 -0.173
H -1.029 1.682 1.212
H -2.625 0.932 0.029
H 0.024 0.036 0.628
H 0.136 -0.364 -5.221
H -2.937 -2.025 -0.104
H 1.717 -1.780 1.437
H 1.727 1.231 -0.306
H -0.127 0.291 -0.901
H 2.099 1.897 -2.540
H -0.055 -0.436 -3.662